Entry 1:
{"formula": "C3H8N4", "method": "ωB97M-V with the def2-TZVPD basis set", "elements": ["N", "C", "C", "N", "N", "C", "N", "H", "H", "H", "H", "H", "H", "H", "H"], "positions_angstrom": [[1.01069, -0.02463, 2.45452], [0.29022, -0.08245, 1.39776], [0.80032, 0.42139, -0.14645], [-0.43356, 0.08790, -0.75344], [-0.55929, -0.11829, -2.12080], [-1.37733, -0.37271, 0.13172], [-0.96440, -0.42273, 1.34509], [1.99806, 0.02890, 2.64429], [0.66139, -0.09056, 3.39937], [1.07578, 1.47603, -0.18333], [1.77608, 0.12128, -0.39931], [0.33675, -0.28361, -2.61739], [-0.79771, 0.78533, -2.78138], [-1.41304, -0.75839, -2.41546], [-2.40397, -0.76746, 0.04481]], "charge": 2, "relative_energy_kcal_mol": 46.7, "e_lumo_ha": -0.3442}



Entry 2:
{"formula": "C4H6O2", "method": "ωB97M-V with the def2-TZVPD basis set", "elements": ["C", "C", "O", "C", "C", "O", "H", "H", "H", "H", "H", "H"], "positions_angstrom": [[-1.09451, -0.34448, -0.39483], [0.24354, 0.38933, -0.53364], [1.17215, -0.33404, -1.33383], [0.82357, 0.56465, 0.84290], [0.45041, -0.20235, 1.84780], [0.12390, -0.83844, 2.77061], [-1.89462, 0.35192, -0.11542], [-1.39197, -0.86795, -1.30435], [-0.99418, -1.11981, 0.38580], [0.09586, 1.38938, -0.97550], [0.86487, -0.27254, -2.24862], [1.60098, 1.28432, 1.05909]], "charge": 0, "relative_energy_kcal_mol": 33.7, "e_lumo_ha": 0.0274}



Entry 3:
{"formula": "C32H64ClN2O10", "method": "ωB97M-V with the def2-TZVPD basis set", "elements": ["C", "N", "C", "C", "C", "C", "C", "C", "C", "C", "N", "C", "C", "C", "H", "H", "H", "H", "H", "H", "H", "H", "H", "H", "H", "H", "H", "H", "Cl", "C", "O", "C", "C", "O", "C", "H", "H", "H", "H", "H", "H", "H", "H", "H", "H", "C", "O", "C", "C", "O", "C", "H", "H", "H", "H", "H", "H", "H", "H", "H", "H", "C", "O", "C", "C", "O", "C", "H", "H", "H", "H", "H", "H", "H", "H", "H", "H", "C", "O", "C", "C", "O", "C", "H", "H", "H", "H", "H", "H", "H", "H", "H", "H", "C", "O", "C", "C", "O", "C", "H", "H", "H", "H", "H", "H", "H", "H", "H", "H"], "positions_angstrom": [[-140.97161, 110.75498, 29.56670], [-141.19410, 109.39757, 30.19174], [-141.84535, 109.38659, 31.41203], [-142.54668, 108.26840, 31.72249], [-142.84923, 107.15069, 30.72329], [-141.84892, 107.22702, 29.53738], [-141.18519, 108.38142, 29.22891], [-143.65476, 106.04630, 30.99978], [-143.99291, 105.72622, 32.36929], [-144.78739, 104.60873, 32.56718], [-145.17898, 103.73044, 31.54046], [-144.85896, 104.00371, 30.22935], [-144.07755, 105.11420, 29.99818], [-145.21878, 102.27212, 31.86531], [-140.04399, 111.10006, 29.87665], [-141.67310, 111.50138, 30.00923], [-141.22016, 110.66060, 28.46441], [-141.74964, 110.23558, 32.19772], [-142.98850, 108.28800, 32.62273], [-141.88894, 106.46565, 28.81259], [-140.56705, 108.45200, 28.34071], [-143.70991, 106.07945, 33.35209], [-144.83443, 104.30740, 33.75683], [-145.13457, 103.26340, 29.43389], [-143.79139, 105.24153, 28.82922], [-144.31917, 101.84496, 31.54404], [-145.98334, 101.92505, 31.07843], [-145.44825, 101.90628, 32.73906], [-143.96545, 100.95607, 28.78077], [-136.20214, 100.37458, 33.37414], [-137.35595, 100.90200, 32.64165], [-138.42507, 100.07561, 32.72599], [-139.40049, 100.70781, 32.20797], [-140.66353, 99.82915, 32.39780], [-141.77089, 100.22945, 31.64544], [-135.82834, 99.38204, 33.21209], [-136.18155, 100.34572, 34.53343], [-135.52265, 101.02083, 33.18637], [-138.61073, 99.92281, 33.78996], [-138.30826, 99.05172, 32.38665], [-139.37447, 100.84346, 31.16485], [-139.51129, 101.62706, 32.64925], [-141.73159, 101.12346, 31.78668], [-142.55234, 99.40839, 32.02282], [-141.73106, 99.90016, 30.45422], [-142.47404, 100.54584, 25.38457], [-143.71252, 101.19918, 24.91947], [-144.95817, 100.49373, 25.22263], [-145.89420, 101.35105, 24.68603], [-147.24092, 100.80912, 24.78469], [-148.30448, 101.78090, 24.53074], [-141.69960, 100.87186, 24.86662], [-142.53919, 99.35125, 25.20169], [-142.13293, 100.65099, 26.39719], [-144.96136, 100.31237, 26.29835], [-144.87326, 99.51743, 24.79436], [-145.69044, 101.39115, 23.53207], [-145.77385, 102.38578, 25.38670], [-148.11592, 102.48154, 25.30227], [-149.20147, 101.05388, 24.80874], [-147.98933, 102.10585, 23.58882], [-146.53055, 108.33543, 26.36987], [-145.87366, 107.04126, 26.29623], [-145.74968, 106.57534, 27.51031], [-145.32671, 105.23460, 27.43868], [-143.89487, 105.12898, 27.21553], [-143.43502, 103.82810, 27.02432], [-147.41441, 108.55255, 26.73764], [-146.51518, 108.74978, 25.23209], [-145.73246, 108.94157, 26.66941], [-146.70495, 106.59889, 27.88457], [-145.19207, 106.98787, 28.09996], [-145.94443, 104.72350, 26.68704], [-145.85664, 104.65394, 28.21228], [-142.44667, 103.85751, 26.80605], [-143.89115, 103.17689, 26.23257], [-143.49715, 103.18840, 27.97322], [-145.07509, 98.57590, 28.36188], [-143.85024, 98.12746, 27.93747], [-142.78865, 98.34677, 28.85678], [-141.88883, 97.36020, 28.70553], [-140.76942, 97.74173, 29.56251], [-139.70611, 96.90348, 29.41407], [-145.78472, 98.44015, 27.54074], [-145.20513, 99.72820, 28.36041], [-145.44138, 98.32748, 29.29409], [-143.01734, 98.41873, 29.90024], [-142.33604, 99.37291, 28.59866], [-141.70725, 97.62885, 27.65486], [-142.13634, 96.41540, 29.01755], [-138.74327, 97.20798, 29.93140], [-139.28411, 96.68337, 28.42488], [-139.72899, 95.86782, 29.88133], [-146.80811, 101.82023, 28.48403], [-147.93695, 102.64804, 28.87006], [-148.12056, 103.15908, 30.15954], [-149.06802, 104.03936, 30.01082], [-148.84103, 105.03089, 29.16307], [-149.90985, 105.99507, 29.19431], [-146.98518, 101.01922, 28.84041], [-145.82275, 102.09743, 28.69919], [-146.66493, 101.73790, 27.47932], [-147.04063, 103.78491, 30.19975], [-148.09088, 102.34524, 30.90258], [-149.12711, 104.37385, 30.97733], [-150.00925, 103.41283, 29.89732], [-150.80215, 105.66644, 28.90645], [-149.72507, 106.89730, 28.42348], [-149.88286, 106.44750, 30.32729]], "charge": -1, "relative_energy_kcal_mol": 0.0, "e_lumo_ha": 0.0916}



Entry 4:
{"formula": "C5H12N2", "method": "ωB97M-V with the def2-TZVPD basis set", "elements": ["C", "C", "C", "C", "N", "N", "C", "H", "H", "H", "H", "H", "H", "H", "H", "H", "H", "H", "H"], "positions_angstrom": [[-1.63948, 1.41612, -0.47388], [-0.70240, 0.48661, -0.22589], [0.08780, 0.40960, 1.19097], [1.47452, 0.00282, 0.64997], [2.46155, 0.98028, 0.18320], [-0.92545, -0.83203, -0.98384], [-0.98159, -2.16281, -0.48682], [-1.66486, 2.39225, 0.06727], [-2.47321, 1.06324, -1.20206], [-0.02872, 1.41879, 1.63063], [-0.40535, -0.25171, 1.91584], [1.53954, -0.77572, -0.00762], [1.98081, -0.50016, 1.41902], [1.88967, 1.75816, -0.23383], [2.90991, 1.40341, 1.06657], [-1.01097, -0.69612, -1.98875], [-0.38176, -2.37118, 0.47286], [-1.92504, -2.56364, -0.24102], [-0.61580, -2.82908, -1.22053]], "charge": 0, "relative_energy_kcal_mol": 77.3, "e_lumo_ha": 0.0349}



Entry 5:
{"formula": "C27H44N6O10S", "method": "ωB97M-V with the def2-TZVPD basis set", "elements": ["C", "C", "C", "C", "N", "C", "C", "C", "S", "O", "O", "C", "O", "N", "O", "C", "C", "C", "C", "O", "C", "C", "C", "O", "H", "H", "H", "H", "H", "H", "H", "H", "H", "H", "H", "H", "H", "H", "H", "H", "C", "N", "C", "C", "O", "H", "H", "H", "H", "H", "H", "H", "C", "N", "C", "C", "O", "H", "H", "H", "H", "H", "H", "H", "C", "N", "C", "C", "O", "H", "H", "H", "H", "H", "H", "H", "C", "N", "C", "C", "O", "H", "H", "H", "H", "H", "H", "H"], "positions_angstrom": [[0.90997, -0.00994, 7.80705], [0.86464, -0.01600, 6.28582], [1.76727, -1.08867, 5.65896], [1.20107, -1.77859, 4.41095], [1.53332, -1.17693, 3.10909], [1.77623, 0.19579, 3.07293], [0.66454, 1.05795, 3.05162], [-0.76631, 0.60368, 3.01349], [-1.17869, -0.68939, 1.82831], [-1.41759, -1.91090, 2.56067], [-0.23254, -0.73501, 0.74822], [0.90093, 2.43362, 3.09823], [-0.16451, 3.32557, 3.12398], [-0.24022, 4.18393, 1.93601], [-0.10170, 3.59984, 0.95215], [2.18111, 2.97326, 3.14349], [3.26388, 2.12097, 3.12533], [3.08366, 0.72556, 3.09568], [4.29020, -0.12352, 3.13211], [4.28174, -1.32904, 3.27213], [5.61045, 0.52830, 3.01638], [5.78977, 1.84548, 3.04956], [4.62643, 2.72880, 3.18023], [4.75493, 3.91811, 3.34079], [0.56233, -0.96828, 8.18760], [1.88392, 0.26640, 8.19739], [0.20537, 0.73901, 8.16879], [1.21637, 0.96274, 5.94760], [-0.15251, -0.10416, 5.91179], [2.77862, -0.71815, 5.51506], [1.85124, -1.87199, 6.41606], [0.12290, -1.87695, 4.53128], [1.59867, -2.78894, 4.38494], [2.24369, -1.70249, 2.63435], [-1.36553, 1.45309, 2.69817], [-1.14729, 0.31560, 3.98815], [-2.36642, -0.31489, 1.32130], [2.31882, 4.04087, 3.20281], [6.47456, -0.11273, 2.93990], [6.76553, 2.29944, 2.99374], [-6.91549, 2.02233, 1.23798], [-5.62655, 1.42627, 0.94285], [-5.56802, 0.26464, 0.06324], [-4.48995, 1.90921, 1.45152], [-3.37760, 1.44729, 1.23077], [-7.56356, 1.28919, 1.72062], [-7.38937, 2.36111, 0.31536], [-6.79032, 2.87397, 1.90308], [-5.12543, -0.57885, 0.59280], [-4.94682, 0.48729, -0.80226], [-6.56703, -0.00112, -0.26847], [-4.63819, 2.78516, 2.10253], [5.51853, -2.92769, 0.29986], [6.08512, -1.87357, -0.52104], [6.84595, -2.22573, -1.70739], [5.92999, -0.57100, -0.22225], [6.38291, 0.35149, -0.87209], [6.31236, -3.57509, 0.67831], [4.82309, -3.52854, -0.28976], [4.98496, -2.49896, 1.14527], [7.86122, -1.83507, -1.63104], [6.38159, -1.78989, -2.59248], [6.87922, -3.30732, -1.80944], [5.33438, -0.40603, 0.68832], [-4.92607, 0.68226, -5.97535], [-4.76047, 0.01296, -4.70055], [-3.64005, 0.38962, -3.85035], [-5.60548, -0.94391, -4.28140], [-5.51661, -1.54416, -3.22549], [-4.04155, 0.51459, -6.59237], [-5.05254, 1.75490, -5.81442], [-5.80202, 0.29780, -6.49489], [-3.00708, -0.47790, -3.66909], [-4.01070, 0.75021, -2.89040], [-3.05565, 1.16674, -4.33326], [-6.41332, -1.15072, -5.00522], [-0.88618, -2.49305, -8.98457], [-1.22952, -1.20235, -8.42078], [-1.65351, -0.13046, -9.30602], [-1.16833, -0.95935, -7.09873], [-1.44544, 0.10509, -6.57815], [-0.05657, -2.38779, -9.68627], [-1.74460, -2.91299, -9.51244], [-0.59157, -3.17826, -8.19300], [-0.97992, 0.72143, -9.21092], [-2.65781, 0.20047, -9.03942], [-1.64943, -0.48418, -10.33359], [-0.83540, -1.83149, -6.51173]], "charge": 0, "e_lumo_ha": -0.0434}



Entry 6:
{"formula": "C5H12I2O2PPtS6Sb", "method": "ωB97M-V with the def2-TZVPD basis set", "elements": ["Pt", "S", "Sb", "S", "S", "S", "I", "C", "I", "H", "H", "C", "C", "O", "P", "S", "S", "O", "C", "C", "H", "H", "H", "H", "H", "H", "H", "H", "H", "H"], "positions_angstrom": [[0.18998, -0.43911, -0.11668], [-3.62267, -2.24830, 2.57676], [-3.16148, -1.60663, 0.32183], [-1.59582, 0.16868, -1.43206], [-0.88338, -2.51078, 0.39736], [-4.14974, -3.40709, -0.83489], [-0.75370, 3.17636, 0.07409], [1.29233, 2.91673, -0.50307], [1.88617, 1.14953, -1.70389], [1.87194, 2.84621, 0.40868], [1.58306, 3.78562, -1.08741], [1.04197, -4.12906, 3.52942], [0.57305, -2.68863, 3.60261], [1.68168, -1.79104, 3.59127], [2.07746, -0.88887, 2.31139], [0.74801, 0.63409, 2.14317], [2.49488, -1.90029, 0.66008], [3.46464, -0.31476, 2.86689], [3.52855, 0.55898, 3.99229], [3.73497, 1.99432, 3.53639], [0.17314, -4.78117, 3.54265], [1.69564, -4.35904, 4.36749], [1.58774, -4.29615, 2.60412], [0.02885, -2.50448, 4.53326], [-0.09352, -2.48458, 2.75965], [4.37468, 0.20684, 4.59255], [2.61284, 0.47410, 4.58426], [4.62374, 2.05731, 2.91451], [3.85355, 2.64033, 4.40242], [2.87422, 2.32565, 2.95808]], "charge": -1, "relative_energy_kcal_mol": 80.2, "s_squared": 0.906, "spin_multiplicity": 2, "e_lumo_ha": [0.0155, 0.0018]}



Entry 7:
{"formula": "C6H10N2O2", "method": "ωB97M-V with the def2-TZVPD basis set", "elements": ["C", "C", "C", "C", "C", "C", "N", "N", "O", "O", "H", "H", "H", "H", "H", "H", "H", "H", "H", "H"], "positions_angstrom": [[2.22029, 1.29655, 0.48112], [1.82062, -0.80443, -0.17079], [1.28444, 0.10318, -1.09869], [-1.44258, -0.00643, 0.04824], [-1.56587, -1.14047, -0.91340], [-1.29325, -0.39111, 1.49496], [1.55654, 1.35899, -0.65761], [-1.48310, 1.17911, -0.38417], [2.42222, 0.04233, 0.83134], [1.84704, -2.00740, -0.06364], [2.59450, 2.10796, 1.07173], [0.76418, -0.09305, -2.00604], [-1.51002, -0.78084, -1.93681], [-2.53137, -1.62526, -0.76810], [-0.78280, -1.87564, -0.72740], [-0.23163, -0.41369, 1.74585], [-1.69949, -1.37975, 1.68724], [-1.77916, 0.33791, 2.14494], [1.24471, 2.19779, -1.12097], [-1.43530, 1.89425, 0.34221]], "charge": 0, "relative_energy_kcal_mol": 43.7, "e_lumo_ha": 0.0192}



Entry 8:
{"formula": "C3H12N3O", "method": "ωB97M-V with the def2-TZVPD basis set", "elements": ["C", "C", "N", "N", "N", "H", "H", "H", "H", "H", "H", "H", "H", "C", "O", "H", "H", "H", "H"], "positions_angstrom": [[1.90725, 0.03337, -0.84424], [-0.24657, 1.55653, -0.76596], [-0.99689, 0.66641, -0.01122], [1.04673, 1.28568, -1.25512], [-0.70282, 2.80564, -1.03088], [-0.89901, -0.33945, -0.08498], [-1.56605, 1.03434, 0.69819], [1.29907, 1.79217, -2.07195], [-0.17534, 3.55207, -1.39411], [-1.71687, 2.96382, -0.94976], [2.61469, 0.36833, 0.02746], [2.66764, -0.37614, -1.56892], [1.19512, -0.78990, -0.61391], [-0.90465, -2.27979, 1.90261], [-0.28777, -2.23852, 0.72404], [-0.04265, -3.26486, 0.51067], [-1.50294, -1.43716, 2.01713], [-1.52626, -3.06170, 2.04292], [-0.16268, -2.27083, 2.66804]], "charge": 1, "relative_energy_kcal_mol": 58.3, "e_lumo_ha": -0.1043}



Entry 9:
{"formula": "C10H13OP", "method": "ωB97M-V with the def2-TZVPD basis set", "elements": ["C", "C", "C", "C", "C", "C", "C", "C", "C", "C", "O", "P", "H", "H", "H", "H", "H", "H", "H", "H", "H", "H", "H", "H", "H"], "positions_angstrom": [[2.20519, 2.09178, -1.66563], [1.22425, 2.61885, -0.93184], [2.36608, 0.68641, -1.78103], [0.52246, 1.88109, 0.00627], [1.61606, -0.03585, -0.95408], [0.65556, 0.46233, -0.05577], [-2.17589, -0.38581, -0.50907], [-1.59692, -2.35300, 1.07565], [0.00734, -0.47784, 0.86863], [-1.03128, -1.29660, 0.16822], [0.90223, 0.83458, 3.08219], [0.08540, -0.23187, 2.52975], [2.63074, 2.67453, -2.42016], [0.94101, 3.66742, -1.01466], [3.14964, 0.24418, -2.38643], [-0.24775, 2.38378, 0.43536], [1.75913, -1.10213, -0.88680], [-3.09580, -1.02446, -0.56516], [-2.25957, 0.51747, 0.07593], [-1.88161, -0.10871, -1.43576], [-2.17973, -1.79359, 1.70186], [-2.28963, -3.06093, 0.63981], [-0.84512, -3.05213, 1.51833], [-0.02630, -1.40513, 3.20842], [-0.43549, -1.73437, -0.70403]], "charge": 0, "relative_energy_kcal_mol": 21.3, "e_lumo_ha": -0.0024}



Entry 10:
{"formula": "C6H8N2O2S", "method": "ωB97M-V with the def2-TZVPD basis set", "elements": ["C", "C", "C", "C", "C", "C", "N", "N", "O", "O", "S", "H", "H", "H", "H", "H", "H", "H", "H"], "positions_angstrom": [[-0.67417, 2.12315, 0.44908], [-1.00483, 0.86572, 0.40528], [1.30672, 0.38944, -0.22254], [1.56294, -0.96532, -0.33245], [2.29415, -1.60530, 0.85473], [-2.01766, -0.96003, -1.30037], [1.59493, 1.59144, -0.03138], [0.69665, 2.54866, 0.16732], [1.08778, -1.57532, -1.28498], [-3.54895, 0.29658, 0.54429], [-2.22650, -0.43299, 0.44483], [-1.25445, 2.97256, 0.51143], [1.97465, -2.66977, 0.73089], [1.79828, -1.27841, 1.89780], [3.31733, -1.26722, 0.93696], [-1.27904, -1.83019, -1.25746], [-1.60397, -0.21328, -1.85622], [-2.94118, -1.17622, -1.56744], [0.91730, 3.18650, 0.91022]], "charge": 0, "relative_energy_kcal_mol": 178.8, "e_lumo_ha": [-0.0425, -0.0425]}



| no. | largest force on an atom (eV/A) |
| --- | --- |
| 1 | 5.45 |
| 2 | 0.99 |
| 3 | 13.90 |
| 4 | 4.76 |
| 5 | 1.80 |
| 6 | 2.08 |
| 7 | 1.11 |
| 8 | 6.78 |
| 9 | 4.23 |
| 10 | 7.19 |